1.
ORCA calculation (the ωB97M-V functional and the def2-TZVPD basis) on a 4-piece molecular cluster, C27H56N8O3S overall in a non-equilibrium geometry.

The value obtained for the HOMO energy is -7.75 eV. The value obtained for the LUMO energy is -1.39 eV. Its spin multiplicity is 1. The gap between HOMO and LUMO is 6.4 eV.

Structure (XYZ):
```
95
Properties=species:S:1:pos:R:3:forces:R:3:lowdin_charge:R:1
O 8.65364 -2.67942 -2.19636 -5.06 5.25 0.39 -0.0830
C 7.53805 -1.95430 -2.08765 -1.29 -9.39 1.69 -0.4211
O 6.22784 -2.58412 -1.74018 7.08 5.16 -2.12 -0.2000
N 7.60464 -0.47200 -2.37656 1.53 6.79 -0.41 -0.0334
C 8.62068 0.59823 -2.04699 -3.57 -0.07 -1.83 0.1115
N 8.06345 1.92323 -2.60941 -2.47 -5.33 -0.08 0.0877
C 6.72361 1.59374 -3.24561 2.04 -4.71 1.33 -0.0926
C 5.61619 2.59540 -3.98955 0.53 -0.03 1.29 -0.1097
C 4.63059 3.13799 -2.75192 1.26 0.27 0.90 -0.2030
C 3.98380 1.89117 -1.89440 -0.26 -1.00 -0.93 -0.2492
C 2.34948 2.04852 -1.62484 2.32 1.16 -0.37 -0.4696
S 1.53263 0.41335 -1.21573 0.68 -0.70 -1.40 0.8748
C 2.05242 -0.95900 -2.37761 2.22 -7.15 -3.71 -0.4269
N 1.93805 -2.47668 -2.15214 0.68 3.56 -1.33 -0.0363
N 2.44473 -3.26034 -3.20264 1.11 6.29 -2.64 -0.0044
C 2.97233 -2.32207 -4.28059 -3.08 -0.60 6.67 -0.0086
O 2.70144 -0.96544 -3.69700 -0.13 -0.66 0.09 -0.1872
N 6.53854 0.07216 -3.07447 1.67 5.35 0.16 0.1384
H 9.61839 0.43664 -1.45421 -2.31 0.42 -1.43 0.1619
H 8.46356 2.88736 -2.56229 -0.25 -1.52 0.15 0.1506
H 6.22661 3.48966 -4.47416 -1.37 -1.95 1.01 0.1224
H 4.97624 2.03729 -4.80464 1.66 0.81 1.77 0.1340
H 3.84916 3.92706 -3.13039 1.46 -1.72 0.56 0.1178
H 5.37347 3.70842 -2.01337 -1.71 -0.98 -1.61 0.1142
H 4.59116 1.66380 -0.90058 -1.44 0.63 -2.11 0.1356
H 4.09527 0.93049 -2.57147 -0.15 1.83 1.43 0.0830
H 1.91377 2.58790 -2.57295 0.50 -1.17 2.04 0.0938
H 2.26474 2.71897 -0.64126 -0.40 -1.61 -2.19 0.1083
H 3.50642 -2.56575 -5.31036 -1.29 1.10 2.65 0.1480
C -0.30797 -3.66270 5.52142 0.01 0.09 0.03 -0.0954
C 0.08764 -3.43184 4.06415 -0.23 0.21 0.16 -0.2679
N -0.63538 -2.32931 3.42323 -0.22 0.00 -0.27 -0.1879
C -0.46648 -2.29978 1.96608 -0.11 -0.17 0.07 -0.2448
C 0.93500 -2.03472 1.42472 0.10 0.12 -0.27 -0.1008
C -0.55859 -1.02739 4.08743 -0.25 -0.21 0.19 -0.2525
C 0.82382 -0.42502 4.30999 0.24 0.30 0.08 -0.0856
H -1.38774 -3.81452 5.61897 0.11 0.09 -0.05 0.0774
H 0.19187 -4.55924 5.90370 -0.03 0.13 -0.08 0.0719
H -0.01270 -2.82723 6.16331 -0.06 -0.07 -0.04 0.0624
H -0.13347 -4.36104 3.52716 -0.01 0.25 -0.21 0.1179
H 1.17227 -3.28913 4.01197 0.17 -0.07 0.02 0.0967
H -1.15596 -1.56250 1.53549 0.03 0.01 0.25 0.1104
H -0.80612 -3.26327 1.56610 0.03 0.00 0.21 0.1108
H 1.21717 -0.98445 1.52833 0.05 -0.13 0.08 0.0308
H 0.96280 -2.26519 0.35432 0.04 -0.04 0.11 0.0411
H 1.69475 -2.65440 1.90770 -0.06 0.06 -0.03 0.0749
H -1.05704 -1.11016 5.06075 0.08 -0.14 -0.06 0.0947
H -1.17353 -0.30015 3.53819 0.09 -0.31 -0.12 0.1029
H 1.54267 -1.15313 4.69540 -0.07 0.02 -0.06 0.0701
H 0.75711 0.38249 5.04684 -0.01 -0.06 -0.04 0.0703
H 1.22783 0.01236 3.39563 0.07 -0.12 0.07 0.0531
C -4.17576 0.68011 -5.40706 -0.04 -0.08 0.04 -0.0959
C -2.82396 0.03249 -5.70138 -0.15 -0.06 0.36 -0.2718
N -2.20671 -0.60338 -4.53356 0.35 0.11 0.05 -0.1870
C -0.80078 -0.96314 -4.74953 -0.05 0.22 0.11 -0.2504
C -0.49889 -2.02171 -5.80583 0.19 -0.27 -0.11 -0.0845
C -3.01015 -1.61171 -3.84087 -0.16 0.27 0.19 -0.2486
C -3.49301 -2.81115 -4.64810 -0.12 -0.35 -0.04 -0.0894
H -4.09961 1.39850 -4.58451 0.02 -0.15 -0.05 0.0775
H -4.52833 1.22082 -6.29198 0.07 -0.10 0.09 0.0711
H -4.93903 -0.06192 -5.15400 0.07 0.10 0.01 0.0637
H -2.16459 0.83029 -6.06113 0.19 -0.22 0.13 0.1146
H -2.94448 -0.67330 -6.53014 -0.05 -0.03 -0.19 0.0952
H -0.35632 -1.27879 -3.79707 -0.25 -0.01 -0.04 0.0939
H -0.25543 -0.05062 -5.02074 -0.19 0.06 -0.02 0.1081
H -0.75365 -3.02535 -5.45766 0.00 0.11 -0.10 0.0616
H 0.57469 -2.02561 -6.02273 -0.09 0.00 0.04 0.0552
H -1.01760 -1.83221 -6.74897 -0.02 -0.01 0.08 0.0672
H -3.88684 -1.11339 -3.40989 0.08 0.07 -0.16 0.1005
H -2.45865 -1.97877 -2.96349 0.14 0.20 -0.28 0.1184
H -3.89825 -2.52638 -5.62284 0.05 0.01 0.06 0.0676
H -4.29443 -3.32089 -4.10279 0.07 0.05 -0.04 0.0731
H -2.69853 -3.54308 -4.80194 -0.08 0.07 -0.10 0.0559
C -4.27497 4.93333 4.62032 -0.01 -0.05 -0.09 -0.0955
C -4.03528 3.71351 5.50803 -0.27 -0.02 -0.25 -0.2710
N -4.97466 2.61404 5.26752 -0.17 -0.17 0.29 -0.1909
C -4.92533 1.57713 6.30438 -0.14 0.24 0.05 -0.2510
C -3.63123 0.78127 6.44357 0.13 -0.33 0.07 -0.0954
C -5.05919 2.11913 3.89276 -0.22 0.30 -0.06 -0.2497
C -3.77981 1.60256 3.24487 0.18 -0.21 -0.25 -0.0931
H -5.30508 5.29258 4.71128 0.10 -0.12 -0.03 0.0787
H -3.60845 5.74837 4.92234 -0.06 -0.14 -0.02 0.0713
H -4.07064 4.71975 3.56682 -0.06 0.03 0.09 0.0629
H -4.14339 4.05253 6.54439 -0.08 -0.31 -0.01 0.1164
H -2.99542 3.39068 5.38979 0.20 0.03 0.01 0.0946
H -5.75630 0.87575 6.15630 0.08 0.16 -0.19 0.1123
H -5.13396 2.05374 7.27029 0.04 0.15 -0.16 0.1077
H -3.51602 0.05166 5.63870 0.08 0.11 0.06 0.0518
H -3.64881 0.21646 7.38182 0.00 0.05 -0.08 0.0731
H -2.74619 1.42198 6.46956 -0.07 -0.03 -0.04 0.0667
H -5.46127 2.92278 3.26415 0.10 0.03 0.16 0.1008
H -5.82431 1.33184 3.83423 0.15 0.14 0.30 0.1169
H -2.92491 2.26175 3.41816 -0.06 -0.02 0.04 0.0682
H -3.91974 1.53517 2.16073 0.01 0.00 0.09 0.0749
H -3.52361 0.60124 3.59457 0.09 0.11 0.00 0.0467
```
Forces are in eV/Å.

=====

2.
ORCA calculation (the ωB97M-V functional and the def2-TZVPD basis) on one molecule with the formula CH3IS2 in a non-equilibrium geometry.

The value obtained for the HOMO energy (alpha / beta) is -8.65 / -8.84 eV. The calculation puts the relative energy (zero: lowest compared OMol25 entry of this formula, charge and spin) at 1.435 eV. The value obtained for the LUMO energy (alpha / beta) is -2.16 / -2.26 eV. Its spin multiplicity is 1. The gap between HOMO and LUMO (alpha / beta) is 6.5 / 6.6 eV.

Structure (XYZ):
```
7
Properties=species:S:1:pos:R:3:forces:R:3:nbo_charge:R:1
C -0.01368 -0.83488 0.08611 1.70 2.09 -0.51 -0.6503
S 0.38286 1.05512 -0.05325 0.87 -2.39 0.54 0.3246
S 0.36289 1.22962 1.86369 -0.56 1.54 0.90 -0.2174
I -0.71025 1.82044 -2.29230 -0.72 0.12 -0.13 -0.1339
H -1.00786 -1.01833 0.38103 -1.09 0.06 0.37 0.2288
H 0.73357 -0.99308 0.85776 -0.34 -0.71 -0.15 0.2326
H 0.25247 -1.25887 -0.84305 0.14 -0.72 -1.02 0.2155
```
Forces are in eV/Å.

=====

3.
ORCA calculation (the ωB97M-V functional and the def2-TZVPD basis) on C6H10NS as an isolated structure in a non-equilibrium geometry.

Its net charge is +1. The value obtained for the HOMO energy is -12.38 eV. The calculation puts the relative energy (zero: lowest compared OMol25 entry of this formula, charge and spin) at 2.231 eV. The value obtained for the LUMO energy is -3.81 eV. Its spin multiplicity is 1. The gap between HOMO and LUMO is 8.6 eV.

Structure (XYZ):
```
18
Properties=species:S:1:pos:R:3:forces:R:3:nbo_charge:R:1
C -1.26457 1.20240 -0.72676 -0.30 -1.30 3.76 -0.4035
C -2.08472 0.54839 0.11760 0.38 0.13 0.42 -0.1362
C 1.87999 0.27370 0.62754 1.50 -0.79 -0.22 0.6170
C -3.33080 -0.13202 -0.34952 1.04 -2.04 1.92 -0.6387
C 0.70787 0.80391 1.21412 -0.30 2.13 0.76 -0.6697
C 3.83072 -0.23395 -0.86916 0.53 2.03 -2.73 -0.4576
N 2.85484 -0.02870 0.09548 -2.53 -0.13 1.03 -0.2080
S 0.26902 1.85777 -0.23745 0.54 1.24 -0.11 0.3394
H -1.43310 1.34052 -1.72568 -0.63 0.27 -2.43 0.2390
H -3.32208 -1.23099 0.15884 -0.21 2.36 -1.90 0.2343
H -4.23174 0.34101 -0.04006 -0.69 0.48 0.71 0.2426
H -3.30926 -0.01114 -1.40269 -0.28 -0.99 -1.16 0.2237
H 0.89249 1.44668 2.15871 -0.36 -1.38 -1.46 0.3185
H -1.82178 0.37813 1.20762 -0.48 0.54 -1.37 0.1889
H -0.16614 0.16684 1.20952 0.49 -0.70 0.73 0.3115
H 4.29514 0.80380 -0.93234 -0.25 -1.33 -0.46 0.2647
H 4.56528 -0.87720 -0.47933 0.88 -1.07 0.13 0.2565
H 3.40794 -0.54665 -1.92371 0.67 0.54 2.36 0.2777
```
Forces are in eV/Å.

=====

4.
ORCA calculation (the ωB97M-V functional and the def2-TZVPD basis) on a 3-piece molecular cluster, C36H70F9N4O9S overall.

Its net charge is +1. The value obtained for the HOMO energy is -10.76 eV. The value obtained for the LUMO energy is -2.20 eV. Its spin multiplicity is 1. The gap between HOMO and LUMO is 8.6 eV.

Structure (XYZ):
```
129
Properties=species:S:1:pos:R:3:forces:R:3:lowdin_charge:R:1
C -5.72960 -1.54345 1.74215 -0.39 0.02 -0.10 0.0738
C -4.73394 -2.00174 2.47736 0.14 -0.18 0.10 -0.0821
C -3.44091 -2.37524 1.87427 -0.57 -0.58 -0.01 -0.2589
N -3.17679 -3.50708 1.25305 0.14 -0.21 -0.07 0.2484
C -1.88631 -3.41611 0.87889 0.00 -0.20 0.12 -0.2373
N -1.26111 -4.40852 0.24994 -0.14 0.29 -0.42 -0.0301
C 0.15363 -4.58527 -0.08023 0.13 -0.26 0.23 -0.0897
C 0.71946 -3.85587 -1.30672 0.55 0.05 0.14 -0.1568
C 1.53735 -4.76529 -2.24464 -0.20 -0.08 -0.18 -0.4041
C 2.06901 -3.92443 -3.41844 0.13 -0.41 -0.02 -0.0661
C 0.76257 -5.98850 -2.76890 -0.28 0.13 0.18 -0.0683
O -2.04584 -5.52026 -0.00797 0.04 -0.05 -0.08 -0.0520
C -3.03974 -5.33105 -1.04313 -0.36 0.04 -0.23 -0.1551
C -2.63602 -4.50680 -2.25453 -0.21 0.24 -0.17 -0.1693
C -2.85452 -2.99225 -2.15174 0.12 0.12 0.01 -0.2650
C -2.74470 -2.29936 -3.51240 0.37 0.14 0.43 -0.0886
N -1.36900 -2.20905 1.24117 0.06 -0.05 0.48 0.1200
C -0.07856 -1.57635 1.02683 0.37 0.29 -0.24 -0.1380
O 0.04049 -1.00601 -0.23221 -0.06 -0.19 0.01 -0.0951
C -0.67280 0.20962 -0.42581 0.05 0.33 -0.43 -0.1487
C 0.05074 1.40788 0.19155 -0.19 0.07 -0.05 -0.1893
O -0.92526 2.32585 0.63300 0.01 -0.07 0.10 -0.1680
C -0.44545 3.66775 0.80028 -0.15 0.14 -0.06 -0.2370
C -0.85773 4.20613 2.16227 -0.29 -0.40 -0.13 -0.0485
N -2.40218 -1.56016 1.90875 0.05 0.28 -0.23 0.0395
C -2.34214 -0.24284 2.52594 0.20 0.33 0.48 -0.1103
C -2.13430 -0.31217 4.04081 0.45 0.05 -0.02 -0.1371
C -1.76473 1.08292 4.58626 -0.19 0.04 -0.33 -0.1536
C -0.27527 1.24297 4.92679 0.12 0.21 -0.02 -0.0702
C 0.05608 1.20737 6.41225 -0.54 -0.34 -0.27 -0.4580
F -0.82035 0.36205 7.03240 -0.06 -0.06 -0.01 0.1161
F 1.27601 0.67503 6.61678 0.20 0.34 0.12 0.1169
C -0.13566 2.55709 7.16870 0.38 -0.13 0.39 -0.4390
F -0.27548 2.29259 8.46475 0.08 -0.06 0.16 0.1420
F -1.27086 3.10765 6.73586 -0.20 0.08 -0.14 0.1391
S 1.25445 3.86040 7.05810 -0.20 0.42 -0.10 0.7730
F 2.19712 2.93269 7.91817 -0.03 -0.15 -0.11 -0.1130
F 1.81285 3.21859 5.70324 0.04 -0.17 0.08 -0.1508
F 0.33903 4.82422 6.18450 0.09 -0.06 -0.08 -0.1366
F 0.70261 4.54940 8.36703 0.05 0.01 -0.02 -0.1122
F 2.40467 4.92860 6.98401 -0.02 -0.06 0.03 -0.1026
H -5.76761 -1.66996 0.66652 0.32 0.53 -0.07 0.0797
H -6.57062 -1.05716 2.21919 -0.28 -0.47 -0.03 0.0772
H -4.85953 -2.15690 3.54343 0.31 0.52 0.10 0.1190
H 0.73606 -4.38869 0.82322 0.01 0.12 -0.05 0.1271
H 0.24681 -5.66094 -0.22572 -0.13 0.03 0.06 0.1277
H 1.42664 -3.10103 -0.95449 -0.15 0.20 -0.08 0.1091
H -0.04166 -3.31094 -1.86519 -0.14 -0.14 0.04 0.0981
H 2.39948 -5.13294 -1.67902 -0.07 0.01 0.06 0.1347
H 1.33856 -3.16820 -3.71446 0.07 0.05 0.00 0.0769
H 2.23500 -4.56839 -4.28490 0.06 0.07 0.03 0.0787
H 3.02717 -3.45734 -3.18940 -0.14 0.21 0.06 0.0801
H 1.40773 -6.86405 -2.83915 0.02 0.07 -0.20 0.0858
H -0.07184 -6.27600 -2.12253 0.09 -0.03 0.04 0.0572
H 0.32543 -5.78284 -3.74905 0.08 -0.05 0.00 0.0822
H -3.28978 -6.35067 -1.33750 0.26 -0.03 0.08 0.1304
H -3.94577 -4.90646 -0.60283 0.14 0.03 0.12 0.1067
H -3.28375 -4.84987 -3.06984 0.06 -0.07 0.05 0.1263
H -1.61688 -4.71947 -2.58264 -0.02 -0.10 0.08 0.0921
H -2.09945 -2.52857 -1.50659 -0.07 -0.05 0.07 0.0725
H -3.82206 -2.78681 -1.68027 -0.03 -0.10 -0.11 0.1071
H -1.68860 -2.26304 -3.79838 -0.11 -0.15 -0.25 0.0721
H -3.31389 -2.81223 -4.28705 -0.02 0.09 -0.01 0.0783
H -3.05443 -1.25498 -3.44256 -0.16 -0.08 -0.13 0.0707
H 0.08142 -0.84345 1.82238 -0.14 -0.11 0.06 0.1304
H 0.70578 -2.31983 1.11227 -0.09 -0.11 -0.01 0.1320
H -1.71156 0.15722 -0.08226 0.11 -0.08 0.17 0.1202
H -0.72232 0.34472 -1.50690 -0.03 -0.11 0.05 0.1380
H 0.69471 1.09036 1.02573 0.04 0.00 -0.05 0.1293
H 0.68560 1.86900 -0.57048 0.11 -0.06 0.10 0.1333
H -0.90114 4.26337 0.00479 0.17 0.06 -0.01 0.1235
H 0.63895 3.70137 0.67129 -0.01 -0.08 0.07 0.1182
H -1.89295 4.54939 2.13482 0.08 0.12 0.05 0.0832
H -0.83135 3.38318 2.88080 0.23 0.16 0.06 0.0429
H -0.20789 5.01122 2.49914 -0.05 0.03 -0.01 0.0840
H -1.52380 0.33858 2.10275 -0.15 -0.09 -0.19 0.0966
H -3.26376 0.27854 2.26436 0.04 -0.05 -0.01 0.1459
H -3.00055 -0.72925 4.55432 -0.01 -0.02 -0.11 0.1138
H -1.28896 -0.98931 4.20354 -0.17 -0.10 0.20 0.1191
H -2.40873 1.34501 5.42219 0.14 -0.06 0.08 0.1181
H -1.99143 1.81955 3.80950 -0.10 -0.01 0.07 0.1008
H 0.10278 2.17394 4.50550 0.09 -0.05 0.07 0.1035
H 0.32088 0.43586 4.49176 -0.05 0.04 -0.04 0.1300
C 7.06345 3.01461 0.13497 -0.03 -0.07 -0.02 -0.1160
O 6.95607 2.31273 1.35173 0.00 0.12 0.07 -0.2004
C 8.21299 2.17942 1.99527 -0.10 -0.07 -0.07 -0.2070
C 8.03853 1.76196 3.43724 0.08 -0.03 0.03 -0.1827
O 7.70510 2.83068 4.30803 -0.02 -0.02 -0.01 -0.1223
C 6.36161 3.27787 4.28418 0.00 0.09 0.05 -0.1818
C 5.40314 2.37358 5.02502 -0.12 0.02 -0.19 -0.2000
O 5.02771 1.26491 4.22175 0.09 -0.07 0.09 -0.1925
C 4.42270 0.26663 5.00732 -0.05 -0.08 -0.09 -0.1113
H 7.74349 2.50898 -0.56065 0.01 0.02 0.00 0.0885
H 6.07117 3.05452 -0.31088 0.00 -0.01 0.00 0.0840
H 7.42177 4.03763 0.29681 0.03 -0.01 -0.01 0.0899
H 8.75641 3.13166 1.95969 0.04 -0.02 0.01 0.1310
H 8.80552 1.41654 1.47127 0.07 0.05 0.00 0.1287
H 9.00432 1.39856 3.79279 -0.01 0.00 0.02 0.1294
H 7.31765 0.94454 3.51477 -0.04 0.03 -0.07 0.1228
H 6.01456 3.44606 3.26162 -0.03 -0.08 0.00 0.1236
H 6.37304 4.23869 4.80252 0.02 0.00 -0.01 0.1299
H 4.49487 2.93824 5.27911 0.07 0.05 0.13 0.1141
H 5.87388 2.01992 5.95024 0.01 0.07 0.02 0.1336
H 5.11807 -0.11551 5.76344 -0.04 0.00 0.03 0.0945
H 4.14252 -0.55368 4.34682 0.00 0.01 -0.01 0.0857
H 3.52535 0.64275 5.51237 0.02 0.00 0.03 0.0677
C -5.49631 -0.13300 -8.86829 -0.04 0.07 -0.03 -0.1080
O -4.66678 0.79565 -8.20803 0.11 -0.11 0.03 -0.1938
C -4.80793 0.73593 -6.80398 -0.02 0.08 -0.13 -0.2138
C -3.67354 1.46830 -6.12346 -0.02 0.02 0.12 -0.1848
O -2.46967 0.71865 -6.03821 -0.01 0.01 0.00 -0.1434
C -1.70892 0.60883 -7.23450 0.09 -0.10 0.03 -0.1819
C -0.94139 1.86064 -7.59407 -0.07 0.05 -0.14 -0.2129
O -1.78772 2.79573 -8.23182 -0.06 0.03 0.16 -0.1953
C -1.21306 4.08123 -8.29129 -0.01 -0.02 -0.08 -0.1092
H -6.55359 0.03916 -8.63537 0.00 -0.02 0.01 0.0890
H -5.34633 -0.00364 -9.93764 0.00 0.01 0.00 0.0901
H -5.23565 -1.16197 -8.59321 -0.03 0.00 0.02 0.0880
H -4.81683 -0.31023 -6.46834 -0.01 0.01 0.04 0.1255
H -5.75937 1.20542 -6.51474 -0.02 -0.07 0.06 0.1292
H -3.97060 1.64571 -5.08706 0.02 0.00 0.00 0.1230
H -3.50414 2.43695 -6.59818 -0.03 -0.04 -0.09 0.1246
H -2.33338 0.29078 -8.07159 -0.01 0.10 -0.03 0.1248
H -0.98086 -0.18022 -7.03435 -0.02 -0.01 0.02 0.1251
H -0.12051 1.59176 -8.27401 0.06 0.01 0.07 0.1295
H -0.51192 2.29825 -6.68275 0.03 -0.04 0.01 0.1281
H -1.04371 4.48577 -7.28616 0.04 -0.01 0.00 0.0876
H -1.91059 4.72740 -8.81932 0.00 -0.01 -0.01 0.0897
H -0.26067 4.06858 -8.83375 0.01 0.01 0.02 0.0893
```
Forces are in eV/Å.

=====

- Which formula does entry 1 have?
  C27H56N8O3S